DFT (ωB97M-V/def2-TZVPD) results for 2 unconnected molecules or ions with the total composition C9H14O in a non-equilibrium geometry.

```
24
Properties=species:S:1:pos:R:3:forces:R:3
C 2.5850 -0.7085 -0.0848 2.46 2.66 -3.65
C 1.4730 -0.0333 0.6359 1.99 3.15 0.48
C 0.5276 0.8355 -0.3010 0.29 -2.01 3.87
C -0.6221 1.3379 0.4003 1.06 0.33 -1.51
C -1.3355 2.1493 -0.4319 -3.83 1.15 -0.40
C -1.2526 2.1895 -1.8583 0.70 0.22 -0.75
C -0.1780 1.6149 -2.5198 -0.07 -1.24 -0.32
C 0.7346 0.9531 -1.6376 2.21 -0.76 -2.65
H 3.5223 -0.9423 0.3865 0.29 0.48 0.58
H 2.8744 -0.4263 -1.3066 -0.39 0.20 3.79
H 2.2227 -1.5685 -0.3738 -1.85 -5.18 -1.18
H 0.9530 -0.7855 1.1980 -0.74 -0.08 0.01
H 2.0401 0.6104 1.4503 -1.65 -0.57 -1.48
H -0.9396 1.1316 1.4602 0.89 0.33 -1.29
H -2.2516 2.6874 -0.0360 1.11 -0.68 -0.30
H -2.0063 2.6382 -2.5296 0.16 0.08 1.06
H -0.1519 1.4897 -3.7018 0.18 0.52 2.86
H 1.7268 0.4312 -2.0701 -2.73 1.48 0.88
C -1.6401 -2.5091 2.2190 0.74 0.52 0.08
O -1.1509 -1.7900 1.1390 2.17 -0.07 -1.02
H -2.0992 -1.7302 2.8198 0.20 -0.53 1.45
H -2.4390 -3.1254 1.8739 -0.41 -1.23 0.13
H -0.7194 -3.0404 2.5652 -1.38 0.22 0.59
H -1.8733 -1.4094 0.7031 -1.40 1.02 -1.22
```
Forces are in eV/Å.

Values from the calculation:
Lowest unoccupied orbital energy in eV: 0.798
Orbital gap in eV: 9.671
Energy relative to the best compared isomer or geometry (same formula, charge and spin) in kJ/mol: 337.6
HOMO level in eV: -8.87
Structure (SMILES): CCc1ccccc1.CO

=====

DFT (ωB97M-V/def2-TZVPD) results for C3H9NOS2 in the gas phase in a non-equilibrium geometry.

```
16
Properties=species:S:1:pos:R:3:forces:R:3
C -2.0366 -0.6880 -0.9123 -0.56 0.40 -0.13
S -0.7225 -0.1777 0.1335 -0.28 -0.34 2.13
O -1.0585 -0.7955 1.4651 0.99 1.04 -2.23
S -0.4424 1.7452 0.0138 -0.11 -0.59 0.06
C 0.7036 -1.0434 -0.6383 -0.20 0.93 0.50
C 1.9587 -0.7887 0.2043 -0.61 -0.61 1.69
N 2.7499 0.3196 -0.2683 -0.53 1.60 -0.50
H -2.0958 -1.7463 -0.7756 -0.07 -0.77 -0.10
H -2.9799 -0.2459 -0.5753 0.39 0.11 0.09
H -1.8378 -0.4076 -1.9324 0.09 0.07 -0.37
H 0.3615 -2.0603 -0.6579 0.11 -0.67 0.09
H 0.7920 -0.6604 -1.6514 0.03 0.09 -0.09
H 1.5825 -0.6662 1.2710 0.37 -0.04 -0.88
H 2.5598 -1.7141 0.2634 -0.14 0.41 -0.35
H 3.5902 0.4729 0.3186 -1.12 0.14 -0.55
H 2.1305 1.1960 -0.3834 1.64 -1.78 0.64
```
Forces are in eV/Å.

Values from the calculation:
Lowest unoccupied orbital energy in eV: 0.636
Orbital gap in eV: 9.713
Energy relative to the best compared isomer or geometry (same formula, charge and spin) in kJ/mol: 158.5
HOMO level in eV: -9.08
Structure (SMILES): C[S@](=O)(=S)CCN

=====

DFT (ωB97M-V/def2-TZVPD) results for 4 unconnected molecules or ions with the total composition C29H65Br2NO17P3SSi in a non-equilibrium geometry.

```
119
Properties=species:S:1:pos:R:3:forces:R:3
C -4.8466 5.4461 1.0426 2.14 -1.37 1.06
C -3.6322 4.7700 1.2552 -2.16 1.21 -1.53
C -2.9095 4.0102 0.0095 -1.57 1.11 -0.08
C -1.5130 3.4933 0.4697 0.05 2.11 2.21
C -0.4371 4.6306 0.1307 1.62 0.40 1.99
C -0.8375 6.1578 0.2416 -0.13 1.14 -0.08
C -1.0089 6.7635 1.7231 0.24 0.31 -0.21
C -1.7932 8.1552 1.6071 1.39 0.47 0.23
Br -3.1215 8.4094 3.0994 0.78 -0.23 -1.08
C 0.6713 4.4547 1.3172 -0.89 -0.90 -2.38
C 1.2888 3.0465 1.0092 1.45 1.57 0.63
O 2.1896 2.8192 2.1608 0.01 0.57 -1.68
C 0.2924 1.7532 0.8429 2.87 1.44 1.28
Br 0.0393 1.3560 2.8144 -0.79 -0.45 -1.37
C 1.3196 0.7641 0.1524 0.44 -0.20 -0.82
S 1.2986 -1.0627 0.4296 6.07 -4.51 2.42
O 2.5929 -1.5603 -0.2114 -3.51 2.13 0.21
O 1.4048 -1.5079 1.8807 -2.01 2.27 -3.54
N -1.0421 2.0619 0.1426 0.19 1.08 -1.09
C -0.9139 2.0613 -1.3683 1.74 -0.73 -2.33
C -0.9743 0.6674 -2.1327 1.15 -0.22 -1.41
C 0.0503 0.8035 -3.3965 -1.14 -0.56 -0.31
C 0.3679 -0.6110 -4.0714 -0.03 2.01 -0.10
O 1.5170 -1.1530 -3.3230 -1.05 -1.64 -1.75
C 1.5181 -2.5500 -3.6356 -2.20 -1.09 2.74
O 0.7266 -3.2702 -3.0062 2.91 2.12 -2.47
Si -2.3837 0.9230 0.7154 -4.00 -1.98 1.50
C -1.9813 -0.8684 1.0798 0.31 -1.57 -0.44
C -3.3776 1.5626 2.2490 -0.34 0.44 0.58
C -3.8135 0.7146 -0.5972 0.51 0.23 -1.55
H -5.4296 5.7765 1.9623 0.91 -0.14 -1.52
H -5.2959 5.6194 0.0147 0.63 -0.42 1.46
H -3.1845 4.7157 2.2991 -0.73 -0.17 -1.56
H -3.7419 3.3449 -0.3584 1.41 -0.08 0.58
H -2.7865 4.7223 -0.8943 -0.03 -0.94 1.58
H -1.5410 3.4907 1.6258 -0.04 -0.13 -1.85
H 0.1519 4.5035 -0.8319 -1.12 -0.08 0.93
H 0.0413 6.7544 -0.2158 -1.30 -1.07 0.55
H -1.7488 6.5021 -0.3518 1.12 -0.88 0.63
H -1.5015 6.0614 2.4678 0.42 0.91 -1.12
H 0.0348 6.9960 2.1517 -1.62 -0.40 -0.58
H -2.2734 8.3545 0.5981 0.25 -0.53 1.48
H -1.0174 8.9843 1.7636 -1.36 -1.09 -0.18
H 1.4379 5.2826 1.1457 -0.75 -1.29 0.61
H 0.2222 4.4424 2.3580 0.57 0.24 -1.33
H 1.9997 3.1394 0.1022 -1.46 -0.27 0.91
H 2.6969 3.6686 2.1855 -0.27 -1.08 0.14
H 1.4704 0.8999 -0.9853 -0.77 -0.27 1.67
H 2.4052 0.9746 0.5040 -1.99 -0.39 0.12
H 0.3025 -1.7627 -0.2713 0.27 1.14 0.58
H -1.6247 2.7430 -1.9250 0.48 -0.58 1.41
H 0.1317 2.4916 -1.6026 -1.69 -0.57 0.51
H -1.9849 0.4402 -2.6336 1.43 0.34 1.30
H -0.5998 -0.2380 -1.5592 -0.76 1.19 -0.36
H 1.0480 1.2690 -3.1112 -1.30 -0.40 -0.43
H -0.5278 1.4380 -4.1667 1.29 -0.73 1.06
H -0.5440 -1.2877 -4.0272 1.25 0.69 -0.04
H 0.6840 -0.3885 -5.1580 -0.51 -0.64 1.58
H 2.2440 -2.9016 -4.4363 -0.75 0.53 0.99
H -1.8327 -1.4185 0.0732 0.04 0.64 1.59
H -2.9475 -1.3487 1.4976 1.34 1.07 -0.56
H -1.1869 -1.1117 1.8513 -0.92 0.23 -1.06
H -3.7230 0.6546 2.8637 0.75 1.10 -1.00
H -4.3480 2.0934 1.9266 1.64 -0.55 0.48
H -2.7686 2.2112 2.9551 -1.00 -0.70 -0.80
H -4.8451 0.7975 -0.1286 1.40 0.17 -0.49
H -3.6719 1.4829 -1.4478 -0.72 -1.11 1.24
H -3.7714 -0.3050 -1.1182 0.07 1.33 0.83
C -0.7779 -10.2662 -5.9666 -0.25 -0.44 -0.52
O -1.4411 -9.1587 -5.3432 3.51 -1.10 0.41
P -0.4888 -8.2382 -4.2388 -7.25 5.98 2.89
O -1.6451 -8.1549 -3.2513 1.26 -0.91 -0.52
O -0.5266 -6.9587 -5.2735 0.79 -0.44 -0.02
C 0.2526 -7.0493 -6.4584 -0.20 -0.08 -0.30
O 0.6050 -7.4091 -3.2068 2.28 -2.73 -1.68
C 0.1271 -6.2569 -2.5267 -0.58 0.23 0.33
H -1.3895 -11.1613 -5.8356 0.09 0.06 0.00
H -0.6679 -10.0626 -7.0338 0.09 -0.10 0.02
H 0.2080 -10.4441 -5.5321 -0.05 -0.22 -0.15
H -0.3976 -7.3207 -7.2952 0.13 -0.04 0.01
H 1.0451 -7.7975 -6.3629 0.10 0.12 -0.16
H 0.7040 -6.0786 -6.6623 0.01 -0.05 0.07
H -0.4315 -6.5552 -1.6374 -0.10 -0.05 -0.17
H -0.4958 -5.6363 -3.1714 0.03 -0.11 0.04
H 0.9905 -5.6701 -2.2090 0.13 -0.26 -0.23
C -3.3667 -2.7727 7.2974 -0.54 0.12 0.51
O -3.4435 -2.7989 5.8651 2.95 -0.76 2.18
P -2.0132 -3.3028 5.0451 -3.60 1.01 -9.11
O -2.1733 -2.2085 4.0025 0.30 0.21 1.27
O -2.7876 -4.6695 4.5614 0.67 -0.01 0.72
C -3.0278 -5.6729 5.5415 -0.38 -0.13 0.18
O -0.5451 -3.8549 4.3503 0.80 -0.47 3.84
C -0.5009 -3.9594 2.9317 -0.31 0.22 -0.63
H -3.7021 -1.7951 7.6498 0.06 -0.09 0.00
H -4.0241 -3.5433 7.7048 0.08 0.03 0.10
H -2.3486 -2.9466 7.6514 -0.14 0.08 0.22
H -4.0655 -5.6018 5.8801 0.10 -0.03 0.06
H -2.3615 -5.5627 6.4021 -0.03 -0.21 0.02
H -2.8689 -6.6528 5.0932 0.06 0.09 0.00
H -0.3055 -2.9815 2.4931 -0.10 -0.12 0.13
H -1.4242 -4.3790 2.5282 0.00 0.04 0.11
H 0.3254 -4.6220 2.6664 0.03 -0.02 0.39
C 5.1419 0.2586 -1.1708 -0.10 -0.62 -0.38
O 5.8459 1.4269 -1.6123 -1.63 -0.50 3.25
P 5.9289 2.7183 -0.4729 5.04 6.09 -5.94
O 5.6361 3.7468 -1.5587 -0.90 -0.99 1.05
O 7.5488 2.4867 -0.3236 -0.73 -0.22 0.67
C 7.9870 1.3320 0.3833 0.20 -0.38 -0.14
O 5.9485 3.8845 0.7885 -1.91 -3.05 1.72
C 6.6317 5.1077 0.5484 0.23 0.52 -0.48
H 4.3944 -0.0061 -1.9218 0.02 -0.04 0.12
H 5.8474 -0.5673 -1.0631 -0.15 -0.05 0.11
H 4.6404 0.4290 -0.2157 -0.08 -0.32 -0.06
H 8.2779 0.5608 -0.3356 -0.06 0.00 0.11
H 7.2021 0.9371 1.0351 0.17 -0.08 0.11
H 8.8531 1.5942 0.9899 -0.10 0.05 -0.02
H 5.9933 5.7858 -0.0204 0.11 -0.14 -0.11
H 7.5735 4.9478 0.0220 -0.12 -0.04 -0.03
H 6.8469 5.5672 1.5155 -0.12 -0.31 0.10
```
Forces are in eV/Å.

Values from the calculation:
Lowest unoccupied orbital energy in eV: -4.614
Orbital gap in eV: 6.246
HOMO level in eV: -10.86
Net charge: +1

=====

DFT (ωB97M-V/def2-TZVPD) results for a molecular structure, C4H11N3O2 in a non-equilibrium geometry.

```
20
Properties=species:S:1:pos:R:3:forces:R:3
C 3.0878 0.2474 2.0496 -1.22 0.64 0.15
C 1.7089 0.0373 1.4381 0.34 -2.34 -2.67
O 1.3777 0.7097 0.3811 1.01 1.16 1.85
O 1.2068 -1.0899 1.6213 -0.26 0.68 1.37
H 3.1176 -0.3303 2.9604 0.26 -0.15 0.20
H 3.3447 1.2885 2.2340 0.16 -0.03 -0.23
H 3.6704 -0.2170 1.2656 0.70 0.11 0.09
C -0.5763 1.1715 -1.9960 -0.96 0.46 -0.42
C -1.5400 -0.5749 -0.5687 -1.32 1.82 0.55
N -0.7907 0.4951 -0.7564 1.93 -0.92 0.76
N -2.7038 -0.8026 -1.2392 -0.88 -1.03 -0.90
N -1.4230 -1.1806 0.6371 0.03 0.20 -0.35
H 0.2817 0.4722 -0.0362 -1.02 0.38 -1.12
H -1.0582 0.6782 -2.8477 0.12 -0.11 -0.05
H 0.4819 1.3073 -2.2194 0.21 -0.21 0.09
H -2.9014 -0.4053 -2.1442 0.60 0.40 -0.05
H -3.6333 -0.9286 -0.7743 0.56 -0.19 0.56
H -0.5310 -1.1929 1.1186 0.20 0.01 -0.03
H -2.1040 -1.8612 0.8353 -0.52 -0.86 0.23
H -1.0160 2.1759 -1.9588 0.05 -0.04 -0.02
```
Forces are in eV/Å.

Values from the calculation:
Lowest unoccupied orbital energy (spin up / spin down) in eV: 3.623 / 3.573
Orbital gap (spin up / spin down) in eV: 2.957 / 8.544
Energy relative to the best compared isomer or geometry (same formula, charge and spin) in kJ/mol: 117.0
HOMO level (spin up / spin down) in eV: 0.67 / -4.97
Multiplicity: 2
Net charge: -1

=====

Here are the calculated DFT total energy numbers, same order: -426.4442, -1046.0252, -9336.7967, -473.7357 (hartree).